Version i
A 2-piece molecular cluster, C5H12O2 overall, computed with the ωB97M-V functional and the def2-TZVPD basis.

SMILES ... CC/C=C(\C)O.O
HOMO energy ... -8.74 eV
Orbital gap ... 9.566 eV

Structure (ORCA input):
```
! RIJCOSX wB97M-V def2-TZVPD def2/J DEFGRID3
* xyz 0 1
C -1.4585 1.6729 -0.9748
C -0.5721 0.4809 -1.3449
C 0.6625 0.4153 -0.4876
C 1.1837 -0.6608 0.1152
C 0.6519 -2.0616 0.0896
O 2.3494 -0.5024 0.8193
H -1.7968 1.5962 0.0646
H -0.9097 2.6152 -1.0836
H -2.3411 1.7275 -1.6202
H -1.1562 -0.4413 -1.2554
H -0.2857 0.5583 -2.4029
H 1.2042 1.3511 -0.3471
H 1.3514 -2.7311 -0.4243
H 0.5143 -2.4336 1.1117
H -0.3116 -2.1287 -0.4136
H 2.4959 -1.2888 1.3587
O -0.9540 0.3519 2.3084
H -0.5344 1.1055 2.7388
H -0.4870 0.2891 1.4603
*
```

=====

Version ii
A 2-piece molecular cluster, C5H12O2 overall, computed with the ωB97M-V functional and the def2-TZVPD basis.

SMILES ... C=CCCCO.O
HOMO energy ... -8.99 eV
Orbital gap ... 9.798 eV

Structure (ORCA input):
```
! RIJCOSX wB97M-V def2-TZVPD def2/J DEFGRID3
* xyz 0 1
C -1.0296 -0.8165 1.9356
C 0.2402 -0.3453 1.7759
C 0.5628 -0.0680 0.3135
C 0.5983 1.4578 -0.0750
C -0.5907 1.9521 -0.7942
O -1.9326 1.3807 -0.3208
H -1.3743 -1.2666 2.8768
H -1.7263 -0.6327 1.0739
H 1.1008 -0.4356 2.3946
H -0.1213 -0.3839 -0.4479
H 1.5530 -0.4741 0.3543
H 0.9239 1.9786 0.8423
H 1.4491 1.6751 -0.8355
H -0.4509 1.6303 -1.8284
H -0.6562 3.0923 -0.8222
H -2.3807 1.9669 0.2690
O 1.1117 -3.3616 -1.9237
H 1.5197 -3.0006 -2.7512
H 1.2031 -4.3490 -2.0371
*
```

=====

Version iii
A 3-piece molecular cluster, C5H12O2 overall, computed with the ωB97M-V functional and the def2-TZVPD basis.

HOMO energy (spin up / spin down) ... -6.45 / -6.45 eV
Orbital gap (spin up / spin down) ... 6.877 / 6.878 eV

Structure (ORCA input):
```
! RIJCOSX wB97M-V def2-TZVPD def2/J DEFGRID3
* xyz 0 1
C 0.9087 -0.1341 0.0044
C -0.0139 -0.8549 -0.7210
C -1.3260 0.4941 0.3219
C 1.4071 -0.5614 1.3387
C -1.6375 1.5931 -0.6531
O 1.4287 0.9495 -0.5690
O -0.5844 -2.0086 -0.2335
H 2.0714 1.3685 0.0161
H 0.0638 -2.6807 -0.5314
H -0.2629 -0.5129 -1.7165
H 1.5373 -1.8425 -1.2317
H -2.0761 -0.2793 0.4364
H -0.9647 0.8336 1.2902
H 2.3709 -1.0545 1.1916
H 1.5304 0.2960 2.0051
H 0.7181 -1.2760 1.7815
H -2.0638 1.2007 -1.5787
H -2.3630 2.3025 -0.2364
H -0.7440 2.1669 -0.9146
*
```

=====

Version iv
One molecule with the formula C5H12O2, computed with the ωB97M-V functional and the def2-TZVPD basis.

SMILES ... CC[C@@H](O)[C@@H](C)O
HOMO energy ... -10.04 eV
Orbital gap ... 10.881 eV

Structure (ORCA input):
```
! RIJCOSX wB97M-V def2-TZVPD def2/J DEFGRID3
* xyz 0 1
C 2.3383 0.2035 1.3580
C 0.8939 0.5916 1.0555
C 0.3306 -0.1002 -0.1867
O 0.4067 -1.5097 -0.0944
C -1.1280 0.3008 -0.4596
C -1.5740 -0.0969 -1.8554
O -1.9185 -0.3973 0.5050
H 2.4274 -0.8801 1.4785
H 3.0112 0.5052 0.5453
H 2.6900 0.6850 2.2772
H 0.2468 0.3439 1.9070
H 0.8208 1.6783 0.9064
H 0.9353 0.1826 -1.0598
H -0.3747 -1.7611 0.4253
H -1.2409 1.3833 -0.2998
H -1.2752 -1.1353 -2.0363
H -2.6610 -0.0005 -1.9505
H -1.1428 0.5485 -2.6245
H -2.7859 -0.5415 0.1088
*
```

=====

Stability order, top to bottom: version iv, version i, version ii, version iii